# 1
Entry from the Open Molecules 2025 dataset: one molecule with the formula C3H3NO2 at a distorted geometry (the ωB97M-V functional and the def2-TZVPD basis).

Computed properties:
Relative energy (zero: lowest compared OMol25 entry of this formula, charge and spin) (kJ/mol): 275.6
HOMO level (eV): -9.24
Structure (SMILES): N=C=C(O)C=O
Maximum force (eV/Å): 1.5
Total charge: 0
Gap between HOMO and LUMO (eV): 9.3
Electronic energy (eV): -8742.275

Structure (XYZ):
```
9
Properties=species:S:1:pos:R:3:nbo_charge:R:1
N -1.485 -1.676 -0.875 -0.550
C -0.543 -0.901 -0.731 0.381
C 0.373 -0.074 -0.275 -0.010
O 1.650 -0.480 -0.046 -0.657
C -0.037 1.227 0.238 0.370
O 0.777 1.915 0.826 -0.555
H -1.659 -1.769 0.136 0.381
H 2.013 0.228 0.514 0.500
H -1.103 1.507 0.145 0.138
```

---

# 2
Entry from the Open Molecules 2025 dataset: C42H49B2N9O3PdTe as an isolated structure at a distorted geometry (the ωB97M-V functional and the def2-TZVPD basis).

Computed properties:
Relative energy (zero: lowest compared OMol25 entry of this formula, charge and spin) (kJ/mol): 0.0
HOMO level (alpha / beta) (eV): -12.64 / -12.64
Spin multiplicity: 5
Maximum force (eV/Å): 1.8
Total charge: +2
Gap between HOMO and LUMO (alpha / beta) (eV): 7.7 / 3.7
Electronic energy (eV): -76016.821

Structure (XYZ):
```
107
Properties=species:S:1:pos:R:3:lowdin_charge:R:1
Pd -1.840 1.587 -0.334 1.017
C -1.482 4.532 2.581 -0.028
C -1.263 4.361 1.215 -0.187
N -2.180 3.541 0.700 -0.028
N -2.986 3.164 1.715 0.005
C -2.589 3.751 2.855 -0.036
B -4.353 2.474 1.430 -0.661
N -4.694 2.716 -0.068 0.010
C -5.787 3.279 -0.614 -0.043
C -5.680 3.204 -1.986 -0.037
C -4.463 2.558 -2.206 -0.129
N -3.884 2.261 -1.048 -0.041
N -4.213 0.941 1.574 0.027
C -5.141 0.012 1.880 -0.038
C -4.700 -1.210 1.419 -0.028
C -3.476 -0.940 0.809 -0.122
N -3.189 0.353 0.925 -0.028
N -5.381 3.084 2.354 -0.028
C -5.662 4.413 2.475 -0.100
C -6.530 4.564 3.520 -0.049
C -6.723 3.253 4.007 -0.133
N -6.026 2.380 3.308 0.065
H -0.940 5.161 3.266 0.106
H -0.555 4.858 0.574 0.072
H -3.107 3.585 3.786 0.142
H -6.575 3.685 -0.001 0.129
H -6.379 3.561 -2.721 0.104
H -4.007 2.272 -3.140 0.108
H -6.022 0.278 2.433 0.111
H -5.200 -2.160 1.493 0.102
H -2.806 -1.622 0.317 0.087
H -5.226 5.147 1.814 0.131
H -6.962 5.472 3.904 0.100
H -7.331 2.928 4.834 0.107
C -1.691 -7.961 -2.086 -0.044
C -0.428 -7.935 -1.222 -0.548
C 0.697 -8.684 -1.964 -0.025
C -0.719 -8.664 0.115 -0.005
C 0.003 -6.542 -0.859 -0.076
C 1.313 -6.341 -0.297 0.071
C 1.781 -5.115 0.107 0.078
C 0.898 -4.056 -0.025 -0.111
O 1.052 -2.785 0.344 0.272
B -0.168 -2.152 0.030 -0.663
O -1.049 -3.052 -0.568 0.278
C -0.406 -4.234 -0.584 -0.107
C -0.863 -5.450 -1.004 0.115
H -1.908 -8.989 -2.365 0.100
H -1.558 -7.386 -3.005 0.101
H -2.562 -7.577 -1.552 0.090
H 0.319 -9.654 -2.281 0.100
H 1.571 -8.871 -1.339 0.082
H 1.016 -8.131 -2.849 0.101
H -1.010 -9.690 -0.106 0.105
H -1.533 -8.178 0.655 0.098
H 0.160 -8.694 0.762 0.092
H 1.965 -7.194 -0.174 0.132
H 2.771 -4.985 0.520 0.147
H -1.854 -5.548 -1.422 0.141
C 0.949 -0.493 2.242 0.015
C 0.162 0.076 1.104 -0.489
O -0.494 -0.868 0.253 0.164
N -0.044 1.290 0.887 -0.119
Te 1.651 2.899 -0.071 1.778
C 3.671 3.555 0.216 -0.387
C 4.534 3.712 -0.882 -0.300
C 4.103 3.468 -2.304 -0.047
C 5.828 4.145 -0.633 0.003
C 6.282 4.435 0.649 -0.239
C 7.699 4.852 0.898 -0.031
C 5.384 4.316 1.705 0.001
C 4.082 3.876 1.513 -0.312
C 3.178 3.768 2.716 -0.063
C 1.960 1.180 -1.275 -0.383
C 2.967 0.244 -0.989 -0.285
C 3.924 0.377 0.168 -0.037
C 3.098 -0.863 -1.819 -0.003
C 2.230 -1.099 -2.879 -0.254
C 2.425 -2.276 -3.792 -0.032
C 1.193 -0.199 -3.086 0.001
C 1.049 0.949 -2.314 -0.308
C -0.081 1.886 -2.641 -0.074
H 0.277 -1.084 2.871 0.110
H 1.357 0.321 2.833 0.092
H 1.754 -1.143 1.904 0.079
H 3.182 4.011 -2.533 0.078
H 3.934 2.408 -2.495 0.071
H 4.873 3.808 -2.994 0.089
H 6.504 4.268 -1.472 0.125
H 8.243 5.000 -0.032 0.082
H 8.217 4.089 1.481 0.093
H 7.739 5.775 1.477 0.092
H 5.712 4.569 2.707 0.133
H 3.725 3.368 3.569 0.092
H 2.316 3.125 2.525 0.017
H 2.808 4.754 3.003 0.097
H 3.465 0.884 1.014 0.056
H 4.809 0.942 -0.129 0.097
H 4.258 -0.608 0.495 0.090
H 3.896 -1.570 -1.617 0.130
H 2.885 -3.116 -3.271 0.078
H 3.093 -1.993 -4.609 0.098
H 1.482 -2.599 -4.234 0.082
H 0.489 -0.383 -3.891 0.130
H -0.408 1.750 -3.669 0.098
H 0.185 2.932 -2.497 0.053
H -0.986 1.682 -2.002 0.005
```

---

# 3
Entry from the Open Molecules 2025 dataset: C9H10BiCl3NO2 as an isolated structure at a distorted geometry (the ωB97M-V functional and the def2-TZVPD basis).

Computed properties:
HOMO level (eV): -1.88
Maximum force (eV/Å): 9.5
Total charge: -1
Gap between HOMO and LUMO (eV): 4.8
Electronic energy (eV): -58481.335

Structure (XYZ):
```
26
Properties=species:S:1:pos:R:3:lowdin_charge:R:1
C -1.399 -0.444 -2.287 -0.257
C -2.077 -1.281 -1.356 -0.284
C -1.129 -2.195 -0.816 -0.284
C 0.137 -1.916 -1.402 -0.307
C -0.028 -0.830 -2.310 -0.273
Bi -0.468 0.034 -0.158 1.680
N 0.022 1.810 -0.362 -0.334
C -1.254 2.291 0.285 -0.421
C -2.093 1.054 0.694 -0.386
H -1.331 -2.951 -0.054 0.098
H -3.136 -1.231 -1.099 0.098
H 1.077 -2.420 -1.173 0.093
H 0.761 -0.363 -2.902 0.105
H -1.840 0.381 -2.849 0.105
H -3.090 1.044 0.230 0.030
H -1.003 2.918 1.165 0.081
H 0.553 2.555 -0.814 0.055
H -2.162 0.917 1.784 0.031
H -1.820 2.913 -0.436 0.079
Cl 4.821 -1.079 2.143 0.564
C 3.253 -0.276 2.418 -1.501
Cl 2.489 -1.003 3.854 0.571
Cl 3.542 1.452 2.735 0.576
C 2.333 -0.420 1.238 -0.732
O 2.712 -1.063 0.158 -0.098
O 1.132 0.106 1.314 -0.288
```

---

# 4
Entry from the Open Molecules 2025 dataset: C3H9ClMnSi as an isolated structure (the ωB97M-V functional and the def2-TZVPD basis).

Computed properties:
HOMO level (alpha / beta) (eV): -18.62 / -18.61
Spin multiplicity: 6
Maximum force (eV/Å): 0.7
Total charge: +2
Gap between HOMO and LUMO (alpha / beta) (eV): 7.0 / 6.8
Electronic energy (eV): -54955.644

Structure (XYZ):
```
15
Properties=species:S:1:pos:R:3:nbo_charge:R:1
C -1.303 -0.999 -1.138 -0.627
C -1.384 0.278 -0.287 -0.447
C 0.015 0.869 -0.093 -0.620
Si 1.107 -0.292 0.859 1.067
Cl 0.117 2.351 0.940 0.015
H -1.744 -0.848 -2.121 0.269
H -0.268 -1.321 -1.323 0.189
H -1.813 -1.841 -0.672 0.256
H -1.979 1.050 -0.779 0.271
H -1.864 0.107 0.680 0.237
H 0.468 1.153 -1.044 0.284
H 1.572 0.312 2.208 -0.255
H 2.622 0.010 0.222 -0.327
H 1.085 -1.752 0.977 -0.043
Mn 3.369 0.923 1.571 1.731
```

---

What is the electronic energy in the fourth record?
-54955.644 eV

---

The highest electronic energy belongs to which entry?
C3H3NO2

---

Among the records above, which one has the lowest electronic energy?
C42H49B2N9O3PdTe